Here is C8H30B2N2O2Pt as an isolated structure from the Open Molecules 2025 dataset. Energies are from wB97M-V/def2-TZVPD.

Last column: Mulliken spin population.
Positions of all 45 atoms, in Å:
Pt -0.624 0.676 -1.177  1.51
B 0.733 -0.384 -3.722  0.11
H 1.097 0.540 -3.301  0.04
H -0.310 -0.484 -3.463  0.10
H 0.888 -0.438 -4.788  0.04
H 1.269 -1.162 -3.200  0.03
B -1.522 3.383 -1.983  0.02
H -1.788 2.760 -2.823  0.01
H -1.875 2.875 -1.100  0.03
H -0.444 3.397 -1.938  0.01
H -1.993 4.354 -1.965  0.03
C -2.444 -4.003 0.299  0.00
C -2.172 -2.805 -0.582  -0.01
C -3.374 -1.933 -0.798  0.00
O -3.059 -0.897 -1.696  0.03
C -4.250 -0.155 -1.998  0.00
N -0.993 -2.048 -0.090  0.03
H -1.520 -4.530 0.540  0.00
H -3.069 -4.774 -0.152  0.00
H -2.984 -3.636 1.171  0.00
H -1.905 -3.166 -1.575  0.00
H -3.834 -1.531 0.104  0.00
H -4.094 -2.592 -1.283  0.00
H -4.616 0.427 -1.152  0.00
H -5.012 -0.894 -2.243  0.00
H -4.103 0.522 -2.840  0.00
H -1.093 -1.936 0.909  0.00
H -0.238 -2.708 -0.210  0.00
C 3.769 1.522 0.411  0.00
C 2.911 1.291 1.632  0.00
C 3.501 1.851 2.987  0.00
O 2.774 1.330 4.098  0.00
C 3.275 0.059 4.560  0.00
N 1.555 1.733 1.358  0.02
H 3.533 2.465 -0.082  0.00
H 3.609 0.727 -0.318  0.00
H 4.840 1.582 0.604  0.00
H 2.869 0.209 1.756  0.00
H 3.303 2.921 3.056  0.00
H 4.578 1.788 3.148  0.00
H 2.969 -0.805 3.970  0.00
H 2.875 -0.012 5.571  0.00
H 4.338 0.079 4.803  0.00
H 1.038 1.665 2.223  0.00
H 1.592 2.739 1.281  0.00

Its energy above the lowest of the compared OMol25 structures with the same formula, charge and spin is 174.3 kcal/mol. The spin multiplicity is 3. For the LUMO energy (spin up / spin down), the calculation gives -0.0782 / -0.1392 Ha.

Here is a 8-piece molecular cluster, C18H48F3O9S7 overall from the Open Molecules 2025 dataset. Energies are from wB97M-V/def2-TZVPD.

Last column: Mulliken charge in e.
Positions of all 85 atoms, in Å:
C -7.092 9.726 11.965  -0.35
O -8.277 8.851 11.602  0.10
O -7.094 10.774 11.309  -0.72
C -7.320 9.908 13.485  0.92
F -6.224 10.446 14.072  -0.28
F -8.346 10.732 13.777  -0.13
F -7.556 8.757 14.189  -0.34
C -8.247 8.487 10.257  -0.42
C -9.027 7.198 10.069  -0.95
H -8.564 6.331 10.534  0.18
H -9.940 7.325 10.671  0.14
H -9.308 6.975 9.038  0.42
H -7.241 8.383 9.815  0.34
H -8.637 9.333 9.674  0.09
H -6.190 9.074 11.808  0.03
C -3.358 9.094 15.085  -0.80
S -2.309 8.479 16.417  0.49
O -3.011 7.332 17.034  -0.62
C -0.962 7.733 15.474  -1.01
H -4.230 8.453 14.962  0.21
H -2.834 9.195 14.139  0.40
H -3.715 10.037 15.495  0.31
H -0.535 7.074 16.238  0.34
H -0.163 8.363 15.095  0.36
H -1.375 7.006 14.771  0.32
C -10.696 11.167 10.448  -0.50
S -10.528 12.737 9.547  0.50
O -9.130 13.175 9.544  -0.55
C -11.096 12.166 7.940  -0.97
H -10.127 11.288 11.368  -0.26
H -10.307 10.353 9.839  0.29
H -11.768 11.060 10.621  0.49
H -10.390 11.481 7.459  0.29
H -11.221 13.053 7.326  0.31
H -12.002 11.574 8.079  0.33
C -11.426 11.990 18.175  -1.12
S -9.898 12.203 17.242  0.85
O -8.972 12.801 18.263  -0.79
C -9.310 10.512 17.188  -0.45
H -11.888 12.880 18.589  0.36
H -11.222 11.299 18.994  0.35
H -12.130 11.543 17.462  0.30
H -8.932 10.196 16.220  -0.11
H -10.018 9.759 17.543  0.20
H -8.497 10.455 17.911  0.42
C -6.804 3.058 11.902  -0.92
S -6.907 3.331 13.703  0.50
O -5.545 3.400 14.252  -0.63
C -7.367 5.061 13.541  -0.91
H -7.732 3.160 11.347  0.31
H -6.383 2.065 11.746  0.35
H -6.053 3.796 11.616  0.29
H -8.396 5.115 13.180  0.13
H -6.698 5.619 12.887  0.60
H -7.313 5.534 14.519  0.26
C -13.478 2.844 12.911  -0.90
S -13.596 4.653 12.883  0.47
O -13.554 5.151 14.276  -0.60
C -11.950 4.991 12.274  -1.00
H -13.180 2.486 13.898  0.29
H -12.730 2.520 12.191  0.30
H -14.483 2.461 12.753  0.34
H -11.777 6.064 12.231  0.24
H -11.859 4.619 11.247  0.52
H -11.177 4.496 12.863  0.31
C -9.628 4.929 16.414  -0.36
S -10.295 6.553 16.777  0.40
O -9.228 7.204 17.570  -0.62
C -10.219 7.267 15.123  0.14
H -10.381 4.161 16.238  0.38
H -8.978 4.625 17.234  0.39
H -8.938 4.942 15.570  -0.32
H -9.160 7.321 14.877  -0.22
H -10.655 8.259 15.151  0.41
H -10.734 6.582 14.451  -0.08
C -11.110 13.725 13.469  -1.04
S -9.419 13.581 14.049  0.78
O -8.513 13.555 12.892  -0.60
C -9.287 15.268 14.675  -1.20
H -11.450 12.894 12.852  0.23
H -11.277 14.603 12.832  0.36
H -11.794 13.834 14.316  0.38
H -9.224 15.873 13.767  0.41
H -8.421 15.370 15.319  0.31
H -10.207 15.581 15.172  0.35

The total charge is -1. Its energy above the lowest of the compared OMol25 structures with the same formula, charge and spin is 0.0 kcal/mol. The spin multiplicity is 1. For the LUMO energy, the calculation gives 0.0631 Ha.

Here is C4H5LiO2Zn as an isolated structure from the Open Molecules 2025 dataset. Energies are from wB97M-V/def2-TZVPD.

Last column: Mulliken spin population.
Positions of all 13 atoms, in Å:
H -0.122 -0.358 -1.785  -0.02
C -0.707 -0.573 -0.377  0.05
C -0.886 0.371 0.800  0.02
C 0.441 1.146 0.785  0.02
C 1.388 0.294 -0.050  0.30
O 0.685 -0.927 -0.099  -0.08
O -1.424 -1.598 -0.627  0.06
Li -0.076 -3.032 -1.476  0.00
Zn 2.355 0.522 -1.667  0.63
H -1.033 -0.275 1.678  0.00
H -1.786 0.976 0.629  0.01
H 0.900 1.284 1.777  0.01
H 0.266 2.170 0.413  0.00

The total charge is +1. Its energy above the lowest of the compared OMol25 structures with the same formula, charge and spin is 64.6 kcal/mol. The spin multiplicity is 2. For the LUMO energy (spin up / spin down), the calculation gives -0.2126 / -0.2176 Ha.

Here is a 2-piece molecular cluster, C4H11NO overall from the Open Molecules 2025 dataset. Energies are from wB97M-V/def2-TZVPD.

Last column: Mulliken charge in e.
Positions of all 17 atoms, in Å:
C -0.421 1.960 0.699  -0.03
N 0.076 2.061 -0.448  -0.52
C 0.865 0.906 -0.905  -0.43
C 0.422 -0.528 -0.560  -0.02
C 0.087 -1.406 -1.781  -1.24
H -0.293 1.122 1.483  0.04
H -1.111 2.570 1.231  0.30
H 1.129 1.073 -1.930  0.30
H 1.866 1.032 -0.317  0.25
H 1.345 -0.952 -0.108  0.30
H -0.386 -0.690 0.112  0.05
H -0.990 -1.375 -2.056  0.30
H 0.690 -1.054 -2.647  0.32
H 0.402 -2.446 -1.690  0.35
O -0.930 -2.011 2.530  -0.64
H -0.966 -1.938 1.569  0.35
H -0.109 -1.547 2.735  0.32

Its energy above the lowest of the compared OMol25 structures with the same formula, charge and spin is 55.7 kcal/mol. Its structure (SMILES) is C=NCCC.O. The spin multiplicity is 1. For the LUMO energy, the calculation gives 0.0268 Ha.

Here is a 2-piece molecular cluster, C4H9FP overall from the Open Molecules 2025 dataset. Energies are from wB97M-V/def2-TZVPD.

Last column: Mulliken charge in e.
Positions of all 15 atoms, in Å:
C 1.758 1.157 0.912  -0.68
C 1.879 0.255 -0.330  0.18
C 1.516 -1.183 -0.321  -1.20
C -3.049 0.638 -0.119  -0.42
F -1.653 0.990 -0.146  -0.23
P 0.816 1.693 -0.557  0.50
H 1.432 0.741 1.858  0.33
H 2.489 1.858 1.125  0.34
H 2.803 0.239 -0.885  0.44
H 0.710 -1.505 0.209  0.43
H 2.485 -1.533 0.085  0.34
H 1.382 -1.588 -1.400  0.30
H -3.368 0.872 0.887  0.22
H -3.169 -0.377 -0.406  0.22
H -3.502 1.290 -0.761  0.23

The total charge is +1. Its energy above the lowest of the compared OMol25 structures with the same formula, charge and spin is 26.3 kcal/mol. The spin multiplicity is 1. For the LUMO energy, the calculation gives -0.2670 Ha.

Here is C27H36BCdCl3N7O4S3 as an isolated structure from the Open Molecules 2025 dataset. Energies are from wB97M-V/def2-TZVPD.

Last column: Mulliken charge in e.
Positions of all 82 atoms, in Å:
Cd -1.000 -0.935 -0.960  2.32
C 3.746 -3.910 0.032  -1.58
C 2.849 -3.700 1.255  1.21
C 1.453 -4.290 1.035  -1.24
C 3.498 -4.406 2.445  -2.19
N 2.720 -2.251 1.561  0.58
C 3.075 -1.692 2.771  0.00
C 2.755 -0.391 2.721  -1.64
N 2.204 -0.110 1.490  0.13
B 1.632 1.358 1.383  -0.28
N 0.442 1.388 2.372  0.99
C 0.348 2.384 3.312  -1.33
C -0.800 2.225 3.990  -0.15
N -1.429 1.104 3.479  0.45
C -0.644 0.593 2.483  -0.31
S -0.882 -0.920 1.723  -0.40
C -2.777 0.642 3.897  1.30
C -3.311 1.573 4.986  -2.22
C -2.699 -0.771 4.483  -1.58
C -3.717 0.707 2.689  -1.44
N 1.314 1.902 -0.021  0.79
C 2.263 1.829 -1.024  -1.76
C 1.863 2.589 -2.050  -0.07
N 0.663 3.183 -1.700  0.59
C 0.319 2.764 -0.432  0.08
S -0.954 3.351 0.503  -0.39
C -0.034 4.186 -2.550  1.20
C -0.027 5.547 -1.844  -1.61
C 0.739 4.337 -3.856  -2.12
C -1.452 3.706 -2.863  -1.55
C 2.165 -1.268 0.776  0.20
S 1.617 -1.528 -0.819  -0.42
H 3.863 -4.979 -0.153  0.47
H 4.732 -3.474 0.206  0.38
H 3.311 -3.449 -0.848  0.30
H 1.524 -5.368 0.882  0.51
H 0.983 -3.843 0.163  0.04
H 0.821 -4.093 1.904  0.34
H 3.609 -5.461 2.197  0.44
H 2.879 -4.335 3.340  0.47
H 4.491 -4.005 2.655  0.48
H 3.524 -2.249 3.570  0.50
H 2.869 0.377 3.465  0.58
H 2.489 2.071 1.848  -0.21
H 1.092 3.156 3.381  0.50
H -1.208 2.823 4.780  0.51
H -2.674 1.558 5.872  0.48
H -4.300 1.223 5.278  0.45
H -3.409 2.596 4.621  0.47
H -2.013 -0.789 5.334  0.38
H -2.351 -1.481 3.740  0.31
H -3.688 -1.079 4.826  0.47
H -3.693 1.707 2.253  0.36
H -4.739 0.473 2.992  0.48
H -3.412 0.001 1.922  0.21
H 3.164 1.258 -0.911  0.67
H 2.338 2.729 -3.002  0.51
H 1.001 5.862 -1.646  0.37
H -0.562 5.499 -0.901  0.30
H -0.504 6.289 -2.487  0.47
H 1.729 4.769 -3.690  0.45
H 0.182 5.005 -4.513  0.46
H 0.837 3.383 -4.363  0.45
H -2.044 3.620 -1.958  0.35
H -1.412 2.724 -3.335  0.35
H -1.947 4.405 -3.541  0.48
Cl -0.222 -4.885 -7.285  -0.27
C -0.521 -3.684 -6.060  0.45
C -0.468 -4.036 -4.726  -0.90
C -0.692 -3.072 -3.762  1.05
Cl -0.676 -3.557 -2.103  -0.29
C -0.959 -1.704 -4.045  -0.84
O -1.117 -0.779 -3.163  -0.92
C -1.056 -1.446 -5.443  0.45
Cl -1.527 0.141 -5.942  -0.23
C -0.823 -2.386 -6.428  -0.80
H -0.269 -5.056 -4.430  0.39
H -0.886 -2.109 -7.470  0.42
O -4.747 -0.861 -1.422  -0.68
N -3.573 -0.884 -1.085  1.19
O -2.973 -1.983 -0.869  -0.74
O -2.914 0.183 -0.915  -0.60

The total charge is -1. The spin multiplicity is 1. For the LUMO energy, the calculation gives 0.0838 Ha.

Here is an isolated ion of composition C8H14N3S2 and charge +1 from the Open Molecules 2025 dataset. Energies are from wB97M-V/def2-TZVPD.

Last column: Mulliken charge in e.
Positions of all 27 atoms, in Å:
C 1.812 -1.335 1.006  -0.41
C 1.054 -2.424 0.652  0.37
C -1.377 1.245 -0.817  0.04
C 0.002 -0.748 -0.442  0.75
C 1.140 -3.895 1.056  -1.21
C 0.217 4.415 -1.989  -1.40
C -0.939 -2.998 -0.681  -0.93
C -0.594 3.693 -0.935  -0.42
N -0.888 -0.136 -1.206  -0.26
N -0.519 2.246 -1.189  -0.17
N 0.018 -2.072 -0.188  0.12
S -2.750 1.513 0.011  -0.27
S 1.296 0.090 0.312  0.01
H 2.652 -1.386 1.726  0.38
H 1.968 -4.020 1.810  0.31
H 1.382 -4.482 0.210  0.37
H 0.136 -4.379 1.374  0.31
H -0.264 4.156 -2.905  0.43
H 0.106 5.490 -1.897  0.38
H 1.269 4.290 -1.969  0.37
H -0.593 -3.759 -1.409  0.31
H -1.399 -3.514 0.224  0.35
H -1.753 -2.519 -1.173  0.34
H -0.270 3.927 0.070  0.33
H -1.633 3.895 -0.901  0.37
H -1.719 -0.618 -1.313  0.22
H 0.116 2.176 -1.943  0.33

The total charge is +1. Its energy above the lowest of the compared OMol25 structures with the same formula, charge and spin is 0.0 kcal/mol. The spin multiplicity is 1. For the LUMO energy, the calculation gives -0.1187 Ha.

Here is one molecule with the formula C4H8N2O2 from the Open Molecules 2025 dataset. Energies are from wB97M-V/def2-TZVPD.

Last column: Mulliken charge in e.
Positions of all 16 atoms, in Å:
H 0.655 2.453 -0.994  0.18
N 0.096 1.679 -0.478  -0.74
C 0.711 0.506 -0.539  0.28
N 1.937 0.332 -1.006  -0.53
C 0.147 -0.592 0.212  0.63
O 0.964 -1.740 0.323  -0.60
C -0.573 -0.043 1.594  -0.53
C -1.351 -0.488 0.381  -0.43
O -2.165 0.306 -0.465  -0.56
H 2.602 1.143 -1.069  0.29
H 2.597 -0.341 -0.444  0.32
H 0.481 -2.491 -0.293  0.40
H -0.406 1.087 1.652  0.29
H -0.658 -0.372 2.698  0.27
H -1.852 -1.507 0.445  0.35
H -1.648 1.133 -0.364  0.39

Its energy above the lowest of the compared OMol25 structures with the same formula, charge and spin is 93.7 kcal/mol. Its structure (SMILES) is [H]/N=C(\N)[C@@]1(O)C[C@H]1O. The spin multiplicity is 1. For the LUMO energy, the calculation gives 0.0203 Ha.